(1)
DFT (ωB97M-V with the def2-TZVPD basis set) results for a 12-piece molecular cluster, C37H106N8O13 overall in a non-equilibrium geometry.

Values from the calculation:
- LUMO energy (eV) = 0.49
- HOMO-LUMO gap (hartree) = 0.331
- HOMO level (eV) = -8.51
- DFT total energy (eV) = -78614.5116

Each line ends with the Löwdin charge.
Cartesian coordinates (Å):
C  -2.208  -15.108  -7.529  -0.09
O  -1.181  -15.322  -6.544  -0.19
C  0.101  -14.749  -6.823  -0.20
C  0.835  -15.020  -8.122  -0.44
C  1.090  -16.548  -8.231  -0.03
N  2.077  -14.340  -8.327  0.05
H  -3.078  -15.663  -7.178  0.09
H  -1.949  -15.435  -8.536  0.08
H  -2.485  -14.054  -7.563  0.08
H  -0.091  -13.676  -6.849  0.12
H  0.677  -15.021  -5.938  0.13
H  0.160  -14.574  -8.852  0.13
H  0.091  -16.975  -8.312  0.08
H  1.516  -16.995  -7.332  0.06
H  1.739  -16.847  -9.054  0.07
H  2.269  -14.382  -9.318  0.07
H  2.118  -13.390  -7.985  0.07
C  10.741  -17.174  -12.407  -0.09
O  9.322  -16.907  -12.491  -0.18
C  8.868  -15.845  -11.627  -0.18
C  8.679  -16.220  -10.136  -0.43
C  7.453  -17.131  -9.859  -0.04
N  8.716  -15.099  -9.224  0.02
H  10.953  -17.357  -11.353  0.07
H  11.323  -16.279  -12.629  0.08
H  11.117  -17.978  -13.039  0.09
H  9.588  -15.029  -11.569  0.10
H  8.082  -15.334  -12.182  0.13
H  9.565  -16.736  -9.766  0.12
H  6.554  -16.624  -10.208  0.07
H  7.422  -17.319  -8.786  0.06
H  7.540  -18.077  -10.395  0.06
H  9.493  -14.490  -9.436  0.07
H  8.524  -15.261  -8.246  0.07
C  6.003  -19.186  -4.625  -0.01
O  4.880  -18.246  -4.840  -0.24
C  4.041  -18.373  -6.005  -0.12
C  4.805  -17.742  -7.242  -0.43
C  5.106  -16.259  -6.981  -0.04
N  4.106  -18.114  -8.415  0.06
H  6.498  -19.308  -5.588  0.07
H  5.655  -20.135  -4.217  0.08
H  6.699  -18.792  -3.883  0.07
H  3.766  -19.415  -6.172  0.10
H  3.137  -17.790  -5.828  0.11
H  5.746  -18.279  -7.362  0.11
H  4.110  -15.920  -6.696  0.06
H  5.579  -15.645  -7.747  0.07
H  5.703  -16.030  -6.098  0.07
H  4.688  -17.914  -9.217  0.08
H  3.281  -17.533  -8.374  0.03
C  2.525  -25.225  -6.801  -0.14
O  2.221  -23.887  -6.939  -0.20
C  3.043  -23.224  -7.873  -0.18
C  2.964  -21.691  -7.602  -0.39
C  1.690  -20.941  -8.011  -0.05
N  3.930  -21.035  -8.485  0.03
H  2.162  -25.676  -7.724  0.10
H  1.992  -25.684  -5.969  0.08
H  3.490  -25.367  -6.316  0.07
H  4.055  -23.448  -7.537  0.09
H  2.900  -23.749  -8.818  0.13
H  3.291  -21.556  -6.571  0.12
H  0.885  -21.067  -7.286  0.07
H  1.363  -21.318  -8.980  0.09
H  1.886  -19.872  -8.089  0.06
H  3.838  -20.050  -8.283  0.00
H  4.879  -21.215  -8.189  0.02
C  5.816  -8.980  -9.839  -0.11
O  5.374  -10.108  -9.104  -0.18
C  5.914  -11.373  -9.423  -0.21
C  5.428  -12.082  -10.635  -0.42
C  5.026  -13.566  -10.509  -0.05
N  6.363  -12.054  -11.782  0.03
H  6.887  -8.799  -9.927  0.09
H  5.517  -8.072  -9.316  0.08
H  5.222  -8.973  -10.753  0.08
H  7.003  -11.401  -9.412  0.14
H  5.482  -11.966  -8.616  0.10
H  4.592  -11.445  -10.926  0.13
H  4.372  -13.905  -9.706  0.04
H  5.904  -14.123  -10.183  0.06
H  4.583  -13.956  -11.425  0.08
H  6.601  -11.081  -11.917  0.06
H  5.987  -12.431  -12.640  0.06
C  9.370  -20.399  -5.948  -0.12
O  9.365  -21.116  -4.796  -0.25
C  9.661  -20.423  -3.546  -0.10
C  10.155  -21.456  -2.468  -0.52
C  10.719  -20.913  -1.240  -0.09
N  11.122  -22.296  -2.998  0.04
H  8.739  -19.518  -5.826  0.09
H  9.092  -21.133  -6.704  0.08
H  10.414  -20.098  -6.033  0.10
H  10.326  -19.576  -3.714  0.13
H  8.749  -19.997  -3.128  0.11
H  9.350  -22.115  -2.145  0.13
H  11.604  -20.327  -1.486  0.09
H  11.090  -21.672  -0.552  0.08
H  10.056  -20.275  -0.654  0.08
H  10.708  -22.456  -3.905  0.07
H  10.909  -23.151  -2.504  0.09
C  7.883  -27.497  -6.494  -0.12
O  8.025  -26.144  -6.140  -0.22
C  6.819  -25.597  -5.486  -0.13
C  7.078  -24.161  -4.913  -0.37
C  5.773  -23.431  -4.502  -0.04
N  7.678  -23.443  -6.057  0.05
H  8.753  -27.750  -7.102  0.10
H  6.911  -27.661  -6.959  0.08
H  7.810  -28.057  -5.562  0.08
H  6.022  -25.505  -6.225  0.11
H  6.594  -26.360  -4.741  0.12
H  7.661  -24.097  -3.994  0.13
H  5.927  -22.535  -3.900  0.06
H  5.458  -24.165  -3.761  0.08
H  5.085  -23.242  -5.326  0.07
H  8.533  -23.912  -6.319  0.09
H  7.913  -22.539  -5.673  0.05
C  4.750  -12.920  -6.007  -0.11
O  4.578  -11.773  -5.203  -0.16
C  5.275  -11.897  -4.013  -0.25
C  4.617  -10.882  -3.131  -0.42
C  4.749  -9.362  -3.605  -0.03
N  5.245  -10.927  -1.835  0.01
H  4.509  -13.881  -5.553  0.07
H  5.778  -13.003  -6.359  0.09
H  4.158  -12.899  -6.922  0.06
H  5.232  -12.911  -3.614  0.12
H  6.344  -11.698  -4.080  0.13
H  3.633  -11.337  -3.022  0.14
H  4.371  -9.248  -4.621  0.07
H  5.692  -8.831  -3.473  0.07
H  4.024  -8.908  -2.930  0.06
H  5.087  -11.855  -1.470  0.06
H  4.856  -10.336  -1.114  0.07
O  6.756  -20.412  -10.610  -0.08
C  6.733  -21.820  -10.538  -0.23
C  7.258  -22.249  -9.163  -0.18
O  6.245  -22.358  -8.100  -0.15
H  6.038  -20.217  -10.004  0.05
H  5.741  -22.183  -10.808  0.13
H  7.553  -22.052  -11.218  0.12
H  8.166  -21.755  -8.816  0.10
H  7.583  -23.282  -9.286  0.11
H  6.578  -22.778  -7.303  0.00
C  5.315  -16.636  -1.814  -0.13
O  5.664  -16.392  -3.189  -0.14
H  4.772  -17.579  -1.760  0.09
H  6.154  -16.526  -1.127  0.07
H  4.628  -15.870  -1.456  0.07
H  5.106  -17.028  -3.643  0.02
C  9.194  -16.825  -1.334  -0.21
O  8.519  -17.037  -2.512  -0.10
H  9.121  -15.848  -0.855  0.08
H  8.996  -17.513  -0.511  0.07
H  10.275  -16.831  -1.476  0.08
H  7.628  -16.695  -2.411  0.02
C  0.489  -19.049  -4.762  -0.18
O  -0.519  -18.885  -5.697  -0.12
H  0.218  -19.699  -3.930  0.08
H  1.392  -19.450  -5.223  0.06
H  0.565  -18.064  -4.303  0.08
H  -1.308  -18.438  -5.381  0.08

=====

(2)
DFT (ωB97M-V with the def2-TZVPD basis set) results for C37H22ClFeN9O4S2 as an isolated structure.

Values from the calculation:
- LUMO energy (spin up / spin down) (eV) = -1.77 / -1.78
- 2S+1 = 5
- HOMO-LUMO gap (spin up / spin down) (hartree) = 0.189 / 0.188
- HOMO level (spin up / spin down) (eV) = -6.91 / -6.91
- DFT total energy (eV) = -128909.6909

Each line ends with the Löwdin charge.
Cartesian coordinates (Å):
Fe  -0.365  -0.412  1.453  0.74
Cl  -6.701  0.540  -1.685  0.66
C  -5.302  0.552  -0.655  -0.67
C  -4.851  1.766  -0.112  -0.08
C  -3.766  1.795  0.719  0.00
C  -3.022  0.627  1.035  -0.36
O  -2.008  0.718  1.838  -0.15
C  -3.488  -0.597  0.453  -0.14
C  -2.914  -1.869  0.773  -0.05
N  -1.730  -1.999  1.268  0.03
C  -1.273  -3.177  1.882  -0.21
C  -1.598  -4.462  1.543  -0.01
C  -1.079  -5.553  2.279  -0.06
C  -0.262  -5.348  3.352  -0.03
C  0.092  -4.029  3.731  -0.15
C  0.902  -3.738  4.856  0.00
C  1.183  -2.442  5.168  -0.03
C  0.690  -1.422  4.325  -0.10
N  -0.051  -1.648  3.272  0.07
C  -0.388  -2.944  2.981  -0.15
C  -4.647  -0.604  -0.358  -0.07
H  -5.377  2.680  -0.356  0.11
H  -3.429  2.729  1.147  0.12
H  -3.556  -2.744  0.639  0.14
H  -2.259  -4.653  0.707  0.11
H  -1.348  -6.559  1.986  0.11
H  0.123  -6.183  3.923  0.12
H  1.282  -4.552  5.460  0.12
H  1.783  -2.182  6.028  0.11
H  0.936  -0.384  4.526  0.12
H  -5.004  -1.545  -0.760  0.11
S  7.017  1.403  1.036  1.05
N  6.267  0.056  0.571  -0.21
C  4.987  0.215  0.870  -0.30
C  3.936  -0.757  0.625  -0.07
C  4.175  -1.994  0.024  0.03
C  3.119  -2.856  -0.166  -0.02
C  1.850  -2.456  0.249  -0.09
N  1.611  -1.283  0.812  0.07
C  2.634  -0.432  1.004  -0.12
C  2.336  0.874  1.635  -0.12
N  1.057  1.124  1.958  0.06
C  0.746  2.283  2.522  -0.09
C  1.699  3.262  2.798  -0.01
C  3.013  3.022  2.468  0.03
C  3.347  1.803  1.874  -0.07
C  4.702  1.459  1.479  -0.30
N  5.769  2.226  1.634  -0.21
H  5.182  -2.248  -0.279  0.13
H  3.254  -3.823  -0.628  0.12
H  0.994  -3.109  0.122  0.11
H  -0.308  2.424  2.738  0.12
H  1.392  4.194  3.251  0.12
H  3.789  3.754  2.649  0.13
O  -0.474  5.979  -4.323  -0.38
S  -0.652  5.683  -5.732  0.39
O  -1.929  6.084  -6.289  -0.35
O  0.505  5.946  -6.563  -0.36
C  -0.761  3.871  -5.772  -0.33
N  -0.869  3.257  -6.960  0.13
C  -0.927  1.941  -6.952  -0.12
C  -0.876  1.178  -5.785  0.00
C  -0.775  1.907  -4.617  -0.23
N  -0.725  3.231  -4.611  0.15
C  -0.685  1.298  -3.251  -0.11
C  -0.679  -0.072  -3.007  0.01
C  -0.549  -0.521  -1.707  -0.13
N  -0.438  0.296  -0.657  0.00
C  -0.474  1.611  -0.895  -0.10
C  -0.587  2.153  -2.157  0.03
H  -1.015  1.454  -7.918  0.11
H  -0.918  0.099  -5.819  0.10
H  -0.764  -0.792  -3.809  0.11
H  -0.536  -1.585  -1.493  0.10
H  -0.412  2.255  -0.026  0.10
H  -0.600  3.223  -2.319  0.13